{"formula": "C5H9FN3", "method": "the ωB97M-V functional and the def2-TZVPD basis", "species": ["C", "C", "C", "C", "C", "N", "N", "N", "F", "H", "H", "H", "H", "H", "H", "H", "H", "H"], "xyz": [[1.83, 0.29, 0.44], [1.20, 0.70, 1.54], [1.05, -0.37, -0.61], [-0.30, 0.59, 1.73], [-1.13, -0.63, -1.66], [1.60, -1.01, -1.53], [-0.38, -0.26, -0.50], [-1.05, 0.23, 0.60], [-1.62, 1.83, 0.02], [2.84, 0.34, 0.12], [1.69, 0.91, 2.55], [-0.45, -0.25, 2.46], [-0.55, 1.49, 2.23], [-1.14, 0.24, -2.27], [-0.65, -1.42, -2.26], [-2.10, -0.87, -1.24], [1.11, -1.64, -2.30], [-1.96, -0.17, 0.67]], "largest_force_ev_per_a": 6.197, "homo_ev": [-14.54, -14.47], "charge": 1}

{"formula": "C3H4FNO2", "method": "the ωB97M-V functional and the def2-TZVPD basis", "species": ["C", "C", "C", "N", "O", "O", "F", "H", "H", "H", "H"], "xyz": [[1.02, -0.25, 0.79], [-0.96, 0.53, -0.48], [-0.38, 0.31, 0.96], [1.73, -1.97, -1.91], [2.08, -0.06, 1.29], [0.95, -1.27, -1.35], [-0.20, 1.45, 1.74], [-1.05, 1.58, -0.81], [-0.26, 0.05, -1.18], [-1.92, 0.09, -0.52], [-1.01, -0.47, 1.47]], "largest_force_ev_per_a": 2.459, "homo_ev": [-7.04, -7.02]}

{"formula": "C6H6N2O", "method": "the ωB97M-V functional and the def2-TZVPD basis", "species": ["N", "C", "C", "N", "C", "O", "C", "C", "C", "H", "H", "H", "H", "H", "H"], "xyz": [[1.09, 0.63, 3.29], [0.71, 0.06, 2.37], [-0.05, -0.65, 1.39], [-1.61, -0.54, 1.63], [-1.69, 0.40, 0.50], [-2.59, 1.07, 0.07], [-0.34, 0.10, 0.12], [0.68, 0.98, -0.55], [0.22, -0.21, -1.25], [0.24, -1.69, 1.20], [-1.80, -0.37, 2.61], [1.71, 1.11, -0.26], [0.13, 1.89, -0.80], [-0.57, -0.39, -2.03], [0.75, -1.16, -1.09]], "largest_force_ev_per_a": 3.401, "smiles": "N#C[C@H]1NC(=O)C12CC2", "homo_ev": -10.41}

{"formula": "C3H2CoFLiO2", "method": "the ωB97M-V functional and the def2-TZVPD basis", "species": ["C", "C", "H", "H", "F", "O", "C", "O", "Co", "Li"], "xyz": [[0.47, 1.58, -0.70], [0.13, 0.30, -0.84], [-0.14, 2.23, -0.07], [1.32, 1.98, -1.25], [0.79, -0.50, -1.67], [0.34, -1.60, 1.08], [-0.74, -1.49, 0.53], [-0.89, -0.28, -0.17], [-2.48, -2.27, 1.08], [1.20, 0.04, 2.01]], "largest_force_ev_per_a": 6.208, "homo_ev": [-25.18, -25.41], "charge": 3, "multiplicity": 5}

{"formula": "C33H38F3N7O12Si", "method": "the ωB97M-V functional and the def2-TZVPD basis", "species": ["C", "C", "O", "C", "N", "C", "C", "O", "Si", "N", "C", "C", "F", "N", "C", "O", "F", "C", "O", "F", "H", "H", "H", "H", "H", "H", "H", "H", "H", "H", "H", "H", "H", "H", "H", "H", "H", "H", "O", "N", "O", "C", "C", "C", "C", "C", "C", "H", "H", "H", "H", "H", "O", "N", "O", "C", "C", "C", "C", "C", "C", "H", "H", "H", "H", "H", "O", "N", "O", "C", "C", "C", "C", "C", "C", "H", "H", "H", "H", "H", "O", "N", "O", "C", "C", "C", "C", "C", "C", "H", "H", "H", "H", "H"], "xyz": [[2.22, -0.99, 5.54], [1.17, -1.81, 4.80], [1.55, -2.07, 3.44], [-0.19, -1.10, 4.84], [-1.34, -1.76, 4.24], [-1.38, -1.92, 2.79], [-1.34, -0.56, 2.07], [-0.38, -0.60, 0.99], [0.78, 0.48, 0.67], [1.78, 0.83, 2.04], [1.83, -0.15, -0.72], [2.63, -1.38, -0.29], [2.91, -2.16, -1.41], [-0.04, 1.97, 0.05], [0.79, 2.88, -0.63], [1.42, 3.77, -0.20], [0.87, 2.53, -1.93], [-0.90, 2.60, 0.98], [-0.74, 2.75, 2.13], [-2.03, 2.98, 0.38], [2.32, -1.30, 6.59], [3.20, -1.09, 5.06], [1.95, 0.08, 5.51], [1.07, -2.79, 5.29], [2.19, -1.39, 3.18], [-0.06, -0.11, 4.40], [-0.42, -0.92, 5.90], [-1.50, -2.66, 4.69], [-2.33, -2.41, 2.55], [-0.59, -2.55, 2.37], [-1.13, 0.25, 2.77], [-2.31, -0.35, 1.60], [1.43, 1.55, 2.67], [2.70, 1.14, 1.74], [2.51, 0.65, -1.04], [1.21, -0.41, -1.58], [3.59, -1.09, 0.15], [2.09, -2.01, 0.42], [-2.13, -5.54, -0.74], [-1.73, -4.40, -0.62], [-1.28, -3.91, 0.40], [-1.74, -3.52, -1.80], [-2.13, -4.01, -3.03], [-2.06, -3.16, -4.13], [-1.64, -1.84, -3.96], [-1.28, -1.37, -2.71], [-1.31, -2.21, -1.61], [-2.44, -5.04, -3.13], [-2.32, -3.52, -5.11], [-1.59, -1.18, -4.81], [-0.96, -0.34, -2.58], [-1.02, -1.87, -0.63], [1.17, -1.53, -5.69], [0.91, -0.36, -5.50], [-0.09, 0.20, -5.92], [1.84, 0.43, -4.68], [2.97, -0.19, -4.17], [3.82, 0.55, -3.37], [3.55, 1.88, -3.10], [2.41, 2.49, -3.62], [1.54, 1.76, -4.42], [3.16, -1.23, -4.39], [4.71, 0.08, -2.96], [4.22, 2.46, -2.48], [2.19, 3.52, -3.40], [0.65, 2.20, -4.84], [2.30, 2.10, 7.67], [1.23, 1.57, 7.88], [0.41, 1.30, 7.02], [0.89, 1.22, 9.28], [1.79, 1.54, 10.28], [1.46, 1.21, 11.58], [0.26, 0.58, 11.86], [-0.63, 0.27, 10.84], [-0.32, 0.60, 9.53], [2.72, 2.02, 10.03], [2.15, 1.44, 12.38], [0.01, 0.33, 12.89], [-1.57, -0.22, 11.06], [-0.99, 0.37, 8.71], [-4.89, 3.12, -11.45], [-4.59, 3.30, -10.29], [-4.96, 4.24, -9.61], [-3.70, 2.31, -9.65], [-3.24, 1.25, -10.41], [-2.41, 0.32, -9.81], [-2.04, 0.47, -8.47], [-2.52, 1.55, -7.74], [-3.36, 2.48, -8.32], [-3.54, 1.15, -11.44], [-2.04, -0.52, -10.38], [-1.39, -0.25, -8.00], [-2.23, 1.66, -6.70], [-3.74, 3.33, -7.77]], "largest_force_ev_per_a": 1.445, "smiles": "C[C@H](O)CNCCO[Si@@](N)(CCF)N(C(=O)F)C(=O)F.O=[N+]([O-])c1ccccc1.O=[N+]([O-])c1ccccc1.O=[N+]([O-])c1ccccc1.O=[N+]([O-])c1ccccc1", "homo_ev": -8.44}

{"formula": "C3H9N4", "method": "the ωB97M-V functional and the def2-TZVPD basis", "species": ["C", "C", "C", "N", "N", "N", "N", "H", "H", "H", "H", "H", "H", "H", "H", "H"], "xyz": [[1.03, -0.48, 1.59], [1.14, -1.53, 0.68], [0.45, 1.12, -1.47], [0.52, 0.50, 0.91], [0.91, -1.09, -0.52], [-2.14, -0.20, 0.13], [0.55, 0.19, -0.39], [1.16, -0.44, 2.70], [1.46, -2.51, 0.93], [-2.57, 0.49, -0.50], [-2.93, -0.71, 0.50], [1.33, 1.76, -1.34], [0.72, 0.56, -2.38], [-0.48, 1.67, -1.64], [0.23, 1.41, 1.23], [-1.38, -0.74, -0.43]], "largest_force_ev_per_a": 3.206, "homo_ev": -13.89, "charge": 1}

{"formula": "C2H5O2", "method": "the ωB97M-V functional and the def2-TZVPD basis", "species": ["C", "C", "O", "O", "H", "H", "H", "H", "H"], "xyz": [[-1.90, 0.12, -0.07], [2.13, 0.41, 0.32], [1.31, -0.02, -0.45], [-0.79, 0.49, 0.32], [-2.18, -0.02, -1.08], [-2.71, 0.25, 0.70], [1.98, 1.21, 1.03], [3.02, -0.17, 0.45], [0.07, 0.60, -0.35]], "largest_force_ev_per_a": 3.185, "homo_ev": -16.18, "charge": 1}

{"formula": "C23H27ClN4O", "method": "the ωB97M-V functional and the def2-TZVPD basis", "species": ["C", "C", "C", "C", "N", "C", "O", "C", "C", "C", "C", "C", "N", "C", "C", "N", "C", "N", "C", "C", "C", "C", "C", "C", "C", "C", "Cl", "C", "C", "H", "H", "H", "H", "H", "H", "H", "H", "H", "H", "H", "H", "H", "H", "H", "H", "H", "H", "H", "H", "H", "H", "H", "H", "H", "H", "H"], "xyz": [[2.46, -2.53, -3.47], [1.36, -2.72, -2.75], [-0.03, -2.60, -3.31], [1.44, -3.07, -1.29], [1.00, -1.95, -0.47], [-0.16, -1.97, 0.21], [-0.94, -2.91, 0.21], [-0.55, -0.70, 0.99], [0.39, -0.12, 2.03], [-0.11, 0.12, 3.28], [0.64, 0.79, 4.29], [1.89, 1.21, 4.01], [2.42, 0.97, 2.77], [3.65, 1.30, 2.26], [3.66, 0.80, 0.99], [2.48, 0.18, 0.70], [1.73, 0.29, 1.78], [-1.11, 0.31, 0.05], [-2.35, 0.89, 0.55], [-3.55, -0.03, 0.36], [-3.78, -0.36, -1.11], [-4.79, 0.61, 0.98], [-0.18, 1.25, -0.49], [0.14, 2.43, 0.17], [1.09, 3.30, -0.34], [1.73, 2.98, -1.52], [2.95, 4.05, -2.15], [1.40, 1.83, -2.22], [0.44, 0.97, -1.70], [3.44, -2.63, -3.04], [2.41, -2.26, -4.52], [-0.65, -1.97, -2.67], [-0.02, -2.19, -4.32], [-0.51, -3.58, -3.33], [0.78, -3.91, -1.06], [2.46, -3.33, -1.01], [1.63, -1.16, -0.35], [-1.41, -1.07, 1.55], [-1.12, -0.20, 3.51], [0.22, 0.96, 5.26], [2.53, 1.74, 4.71], [4.39, 1.83, 2.83], [4.45, 0.86, 0.26], [-2.27, 1.20, 1.60], [-2.53, 1.81, -0.03], [-3.36, -0.97, 0.89], [-3.98, 0.56, -1.67], [-2.90, -0.84, -1.54], [-4.63, -1.03, -1.23], [-5.02, 1.56, 0.48], [-5.66, -0.04, 0.89], [-4.64, 0.83, 2.05], [-0.35, 2.67, 1.11], [1.34, 4.21, 0.18], [1.90, 1.60, -3.15], [0.18, 0.06, -2.23]], "largest_force_ev_per_a": 0.141, "smiles": "C=C(C)CNC(=O)[C@@H](c1cccn2ccnc12)N(CC(C)C)c1ccc(Cl)cc1", "homo_ev": -8.33}

{"formula": "C36H42ClGeIN8O4W", "method": "the ωB97M-V functional and the def2-TZVPD basis", "species": ["W", "C", "N", "C", "C", "N", "N", "C", "N", "N", "H", "H", "H", "H", "H", "H", "H", "H", "H", "H", "H", "Cl", "C", "C", "C", "I", "C", "O", "C", "N", "C", "C", "C", "C", "H", "H", "H", "H", "N", "C", "C", "N", "H", "H", "H", "H", "H", "H", "H", "H", "O", "O", "C", "O", "C", "C", "Ge", "C", "C", "C", "C", "C", "C", "C", "C", "C", "C", "C", "C", "C", "C", "C", "C", "C", "C", "H", "H", "H", "H", "H", "H", "H", "H", "H", "H", "H", "H", "H", "H", "H", "H", "H", "H", "H"], "xyz": [[2.56, 0.95, 0.62], [1.63, -1.94, -3.35], [1.37, -2.45, -2.00], [1.25, -3.89, -1.91], [1.77, -1.71, -0.92], [2.23, -0.50, -0.97], [1.64, -2.42, 0.27], [1.94, -2.07, 1.57], [1.63, -3.10, 2.44], [2.43, -0.95, 1.92], [1.08, -2.55, -4.05], [2.70, -2.00, -3.59], [1.25, -0.92, -3.46], [0.91, -4.26, -2.87], [0.49, -4.21, -1.19], [2.20, -4.38, -1.66], [2.10, -0.11, -1.91], [0.98, -3.18, 0.22], [1.81, -4.04, 2.12], [1.86, -2.94, 3.41], [2.64, -0.91, 2.92], [8.34, 1.21, 4.94], [6.89, 1.56, 4.03], [6.21, 2.73, 4.25], [5.04, 3.04, 3.54], [4.04, 4.82, 3.91], [4.52, 2.17, 2.59], [3.46, 2.39, 1.89], [5.26, 0.96, 2.35], [4.74, 0.16, 1.39], [5.35, -0.97, 1.11], [6.52, -1.39, 1.77], [7.06, -0.59, 2.74], [6.44, 0.64, 3.06], [6.58, 3.42, 5.00], [4.91, -1.58, 0.33], [6.98, -2.33, 1.50], [7.96, -0.88, 3.26], [2.33, 2.80, -0.52], [3.16, 3.12, -1.68], [4.63, 2.92, -1.36], [4.79, 1.57, -0.78], [1.36, 2.71, -0.94], [2.33, 3.59, 0.13], [2.98, 4.14, -2.03], [2.85, 2.45, -2.49], [4.95, 3.63, -0.60], [5.24, 3.08, -2.25], [5.67, 1.50, -0.29], [4.79, 0.87, -1.51], [0.94, 1.05, 1.08], [0.54, 0.87, -3.13], [-0.23, 1.31, -2.23], [-0.02, 2.33, -1.55], [-1.45, 0.47, -1.86], [-2.66, 1.33, -1.46], [-4.12, 0.30, -0.67], [-3.37, -1.02, 0.57], [-3.82, -2.34, 0.61], [-3.27, -3.25, 1.51], [-2.26, -2.85, 2.37], [-1.78, -1.55, 2.32], [-2.34, -0.64, 1.43], [-5.34, 1.45, 0.33], [-5.57, 1.27, 1.70], [-6.44, 2.10, 2.39], [-7.09, 3.13, 1.72], [-6.88, 3.32, 0.36], [-6.00, 2.49, -0.32], [-5.18, -0.62, -2.03], [-4.75, -0.69, -3.36], [-5.52, -1.33, -4.32], [-6.72, -1.93, -3.97], [-7.16, -1.87, -2.65], [-6.39, -1.22, -1.69], [-1.13, -0.12, -1.00], [-1.68, -0.22, -2.67], [-3.03, 1.89, -2.32], [-2.33, 2.06, -0.73], [-4.61, -2.66, -0.06], [-3.65, -4.27, 1.54], [-1.84, -3.56, 3.08], [-0.98, -1.23, 2.98], [-1.94, 0.37, 1.40], [-5.06, 0.48, 2.23], [-6.60, 1.95, 3.45], [-7.77, 3.78, 2.26], [-7.39, 4.12, -0.16], [-5.85, 2.65, -1.38], [-3.82, -0.22, -3.65], [-5.18, -1.37, -5.35], [-7.32, -2.43, -4.72], [-8.10, -2.33, -2.37], [-6.75, -1.16, -0.67]], "largest_force_ev_per_a": 0.863, "homo_ev": -6.09}

{"formula": "C4H12N4O", "method": "the ωB97M-V functional and the def2-TZVPD basis", "species": ["H", "N", "C", "C", "N", "C", "C", "N", "N", "O", "H", "H", "H", "H", "H", "H", "H", "H", "H", "H", "H"], "xyz": [[2.62, -1.68, 0.85], [2.81, -0.92, 0.32], [1.74, -0.17, 0.37], [0.36, -0.67, 0.56], [-0.21, -0.69, -0.77], [-1.66, -1.04, -0.68], [-2.57, 0.11, -0.27], [-2.13, 0.63, 1.18], [1.85, 1.09, -0.08], [0.65, 1.68, -0.63], [0.59, -1.72, 1.00], [-0.41, -0.08, 1.21], [0.16, -1.53, -1.15], [-1.90, -1.28, -1.70], [-1.76, -1.99, -0.04], [-2.20, 1.00, -0.91], [-3.70, -0.13, -0.42], [-2.56, 0.09, 1.99], [-2.45, 1.62, 1.45], [2.66, 1.32, -0.68], [0.27, 0.87, -0.97]], "largest_force_ev_per_a": 4.225, "smiles": "[H]/N=C(\\CNCCN)NO", "homo_ev": -8.49}

{"formula": "C4H10N2O2", "method": "the ωB97M-V functional and the def2-TZVPD basis", "species": ["C", "C", "C", "C", "H", "H", "H", "H", "H", "H", "H", "H", "H", "H", "N", "N", "O", "O"], "xyz": [[-1.23, -0.15, -0.67], [-0.59, 0.02, 0.70], [0.91, 0.50, 0.60], [1.82, -0.55, -0.15], [-3.10, -0.67, -1.07], [-3.07, -1.43, 0.18], [-1.09, 0.73, -1.18], [-0.83, -1.00, -1.07], [-0.58, -0.82, 1.39], [-1.27, 1.06, 1.08], [1.34, 0.87, 1.88], [1.86, 1.76, -0.72], [0.83, 2.78, 0.42], [2.35, -2.28, -0.33], [-2.67, -0.42, -0.36], [1.14, 1.73, -0.19], [1.56, -1.82, 0.45], [2.61, -0.33, -0.97]], "largest_force_ev_per_a": 12.523, "homo_ev": -8.97}

{"formula": "CHF3S2", "method": "the ωB97M-V functional and the def2-TZVPD basis", "species": ["F", "C", "F", "F", "S", "S", "H"], "xyz": [[-1.01, 0.92, -0.04], [0.09, 0.66, -0.75], [-0.16, 0.06, -1.83], [0.75, 1.83, -1.00], [1.35, -0.85, 0.30], [0.08, -1.01, 1.86], [-1.11, -1.62, 1.46]], "largest_force_ev_per_a": 4.454, "smiles": "FC(F)(F)SS", "homo_ev": -9.41}

{"formula": "C30H44Br2N2P2V", "method": "the ωB97M-V functional and the def2-TZVPD basis", "species": ["N", "C", "C", "C", "C", "C", "C", "V", "P", "C", "C", "C", "C", "C", "C", "C", "Br", "H", "H", "H", "H", "H", "H", "H", "H", "H", "H", "P", "C", "C", "H", "H", "H", "H", "H", "C", "C", "H", "H", "H", "H", "H", "C", "C", "H", "H", "H", "H", "H", "C", "C", "H", "H", "H", "H", "H", "C", "C", "H", "H", "H", "H", "H", "C", "C", "H", "H", "H", "H", "H", "Br", "C", "C", "C", "C", "N", "C", "H", "H", "H", "H"], "xyz": [[5.92, 1.75, 1.14], [5.44, 0.68, 1.77], [4.43, -0.12, 1.25], [3.94, 0.18, -0.03], [4.37, 1.38, -0.65], [5.41, 2.10, -0.04], [2.96, -0.66, -0.65], [0.23, -0.45, -0.30], [-2.14, -0.98, -0.25], [2.15, -0.13, -1.65], [1.40, -1.01, -2.55], [0.79, -0.50, -3.71], [-0.17, -1.26, -4.35], [-0.55, -2.46, -3.73], [0.22, -3.12, -2.78], [1.21, -2.36, -2.12], [-2.26, -3.27, -4.24], [2.84, -1.69, -0.29], [2.14, 0.92, -1.95], [4.02, -0.97, 1.81], [3.99, 1.72, -1.61], [5.90, 0.41, 2.73], [5.81, 2.98, -0.57], [1.09, 0.49, -4.07], [1.83, -2.83, -1.36], [-0.67, -0.93, -5.26], [0.04, -4.16, -2.53], [-0.02, 2.09, 0.48], [-1.98, -2.81, 0.03], [-2.94, -3.66, -0.78], [-2.07, -3.02, 1.10], [-0.94, -3.09, -0.25], [-2.84, -4.73, -0.55], [-3.99, -3.38, -0.64], [-2.73, -3.56, -1.85], [-2.61, -0.60, -1.97], [-4.08, -0.78, -2.36], [-2.03, -1.26, -2.61], [-2.25, 0.42, -2.21], [-4.21, -0.65, -3.44], [-4.44, -1.78, -2.11], [-4.71, -0.05, -1.85], [-3.38, -0.24, 0.85], [-4.57, -1.15, 1.07], [-3.68, 0.73, 0.43], [-2.86, -0.02, 1.79], [-5.31, -0.69, 1.73], [-5.08, -1.38, 0.13], [-4.27, -2.09, 1.53], [-0.66, 2.95, 2.02], [-2.02, 2.46, 2.49], [-0.71, 4.03, 1.80], [0.07, 2.85, 2.83], [-2.40, 3.10, 3.30], [-2.76, 2.46, 1.69], [-1.94, 1.45, 2.89], [-1.11, 2.91, -0.76], [-0.63, 2.84, -2.21], [-1.22, 3.96, -0.45], [-2.11, 2.44, -0.67], [-1.33, 3.38, -2.86], [0.37, 3.29, -2.33], [-0.57, 1.80, -2.57], [1.48, 3.16, 0.28], [2.39, 3.30, 1.49], [1.13, 4.16, -0.03], [2.04, 2.75, -0.57], [3.29, 3.86, 1.22], [1.91, 3.83, 2.32], [2.73, 2.32, 1.85], [1.31, 0.45, 5.60], [1.24, -0.70, 4.08], [1.42, -2.07, 4.27], [1.31, -2.88, 3.14], [0.96, -2.34, 1.90], [0.72, -1.03, 1.73], [0.94, -0.20, 2.80], [1.63, -2.48, 5.28], [1.46, -3.95, 3.21], [0.85, -2.98, 1.02], [0.84, 0.88, 2.65]], "largest_force_ev_per_a": 2.663, "homo_ev": [-14.12, -14.17], "charge": 2, "multiplicity": 4}

{"formula": "C3H14N2O3", "method": "the ωB97M-V functional and the def2-TZVPD basis", "species": ["N", "C", "C", "N", "C", "O", "H", "H", "H", "H", "H", "H", "H", "H", "H", "H", "O", "H", "H", "O", "H", "H"], "xyz": [[-0.79, -1.55, -1.33], [-1.89, -0.90, -0.67], [-1.50, 0.68, -0.39], [-0.20, 1.05, -0.94], [0.76, 1.78, -0.01], [1.99, 0.99, -0.18], [-0.55, -1.36, -2.30], [0.10, -1.51, -0.71], [-2.30, -1.40, 0.27], [-2.67, -0.89, -1.48], [-2.30, 1.43, -0.71], [-1.50, 0.81, 0.64], [-0.36, 1.58, -1.79], [0.74, 2.77, -0.25], [0.48, 1.53, 1.07], [1.72, 0.06, -0.68], [2.02, -1.73, 0.46], [2.84, -2.10, 0.48], [2.00, -1.39, 1.39], [0.41, 0.35, 2.51], [1.00, 0.19, 1.74], [0.01, -0.40, 2.87]], "largest_force_ev_per_a": 6.698, "smiles": "NCCNCO.O.O", "homo_ev": -8.47}

Molecular weight values, unit Da, following the record order: 130.146, 105.068, 122.127, 154.919, 809.784, 101.133, 61.060, 410.949, 1069.591, 132.167, 118.136, 134.147, 705.396, 126.156.